1.
Entry from the OMol25 dataset: 9 unconnected molecules or ions with the total composition C39H55N9O13 (ωB97M-V/def2-TZVPD).

Atoms and positions in Å:
C1 2.7427 2.7076 4.2791
C2 3.0038 2.3280 2.9636
C3 3.8430 1.2458 2.7491
C4 4.4897 0.5954 3.8293
C5 4.2683 1.0333 5.1365
C6 3.3773 2.0677 5.3354
N1 5.5236 -0.4325 3.5503
O1 5.4589 -1.0307 2.5162
O2 6.4684 -0.4475 4.2822
H1 2.0758 3.4743 4.6972
H2 2.4805 2.7388 2.0946
H3 4.2857 0.9722 1.7928
H4 4.8071 0.5284 5.9382
H5 3.2553 2.3885 6.3978
C7 -6.0334 2.3641 -4.6845
C8 -5.2620 2.1123 -3.5695
C9 -5.7374 1.2841 -2.5639
C10 -6.9114 0.5859 -2.6758
C11 -7.7615 0.8555 -3.8085
C12 -7.2934 1.7382 -4.7735
N2 -7.3674 -0.3007 -1.5922
O3 -6.7508 -0.4811 -0.5782
O4 -8.3769 -0.9978 -1.8787
H6 -5.6997 2.9699 -5.5209
H7 -4.2842 2.4950 -3.5963
H8 -5.1757 1.1583 -1.5506
H9 -8.7412 0.3735 -3.7479
H10 -7.9434 2.0113 -5.6061
C13 -1.5106 -0.3188 1.2434
C14 -0.9668 -0.5130 -0.0243
C15 -0.2194 0.5113 -0.5783
C16 0.0508 1.6769 0.1858
C17 -0.5018 1.8340 1.4415
C18 -1.2484 0.8597 1.9472
N3 0.8356 2.6978 -0.3830
O5 1.0456 2.7112 -1.5542
O6 1.2992 3.4874 0.4168
H11 -2.0114 -1.1619 1.8447
H12 -1.1997 -1.3988 -0.6499
H13 0.1662 0.4613 -1.6010
H14 -0.2659 2.8027 1.8834
H15 -1.4987 0.8763 2.9941
C19 -6.3723 -0.0233 4.6788
C20 -6.6518 -0.1772 3.3130
C21 -6.3292 0.8788 2.4755
C22 -5.6714 1.9989 3.0781
C23 -5.4420 2.0992 4.4388
C24 -5.8264 1.0741 5.2580
N4 -5.1763 3.1567 2.2329
O7 -5.3725 3.0708 1.0625
O8 -4.5941 4.0141 2.8319
H16 -6.5541 -0.8725 5.3480
H17 -7.2230 -1.0198 2.9614
H18 -6.4959 0.9006 1.3822
H19 -4.8761 2.9195 4.8868
H20 -5.7373 1.1929 6.3737
C25 1.5380 -1.1875 4.2769
O9 1.1647 -0.0485 4.4257
N5 1.6444 -2.1658 5.2202
C26 1.2273 -1.8567 6.5743
C27 2.6657 -3.1555 4.9642
H21 1.8287 -1.5473 3.2501
H22 2.0176 -1.1977 6.9769
H23 1.1342 -2.7226 7.1763
H24 0.2930 -1.3406 6.4942
H25 2.3161 -4.1195 5.2070
H26 2.9721 -3.0710 3.9308
H27 3.5663 -2.9809 5.5749
C28 3.4693 -1.8526 0.5946
O10 2.7476 -0.9023 0.3284
N6 3.0111 -3.0661 0.9199
C29 3.9365 -4.1614 0.8596
C30 1.5297 -3.3492 0.7468
H28 4.5652 -1.7636 0.6315
H29 3.5464 -4.8822 0.0609
H30 3.9596 -4.6286 1.8801
H31 4.8751 -3.7525 0.5637
H32 1.1304 -2.4855 0.3108
H33 1.4282 -4.1781 0.0757
H34 1.0291 -3.5063 1.7077
C31 -2.0474 1.8299 -5.3746
O11 -2.1815 2.6318 -4.4734
N7 -1.0182 0.9951 -5.5786
C32 -1.0890 -0.0531 -6.5494
C33 0.1741 1.1735 -4.7290
H35 -2.8035 1.6023 -6.1294
H36 -0.1363 -0.0417 -7.0787
H37 -1.8514 0.0410 -7.2402
H38 -1.1630 -1.0457 -6.1068
H39 0.2300 2.1102 -4.2120
H40 0.2436 0.3748 -3.9532
H41 1.0360 1.1651 -5.3164
C34 3.5917 0.9162 -2.5347
O12 3.3624 0.6761 -3.7100
N8 4.3008 1.9374 -2.0250
C35 4.5090 2.1524 -0.5936
C36 4.7747 2.9693 -2.9087
H42 3.2306 0.2852 -1.6943
H43 5.4530 1.7208 -0.1803
H44 3.6517 1.7177 -0.0608
H45 4.5180 3.2820 -0.4848
H46 5.8622 3.1482 -2.8450
H47 4.4294 2.6276 -3.8997
H48 4.2834 3.9343 -2.8265
C37 1.3440 -2.6787 -3.0425
O13 0.6259 -3.3282 -2.2838
N9 2.1178 -3.2731 -3.9938
C38 2.9729 -2.4853 -4.8660
C39 2.0845 -4.7216 -4.1809
H49 1.5629 -1.6014 -2.9052
H50 2.8996 -1.4082 -4.6641
H51 2.6864 -2.6705 -5.8630
H52 4.0443 -2.7712 -4.6992
H53 1.7738 -4.9716 -5.2116
H54 3.0446 -5.2721 -4.0399
H55 1.4927 -5.1230 -3.3994

HOMO-LUMO gap ... 8.85 eV
ΔE to the lowest compared entry with this formula, charge and spin ... 1.5210 eV
HOMO energy ... -9.29 eV
Largest force on an atom ... 3.7 eV/Å
SMILES string ... O=[N+]([O-])c1ccccc1.O=[N+]([O-])c1ccccc1.O=[N+]([O-])c1ccccc1.O=[N+]([O-])c1ccccc1.CN(C)C=O.CN(C)C=O.CN(C)C=O.CN(C)C=O.CN(C)C=O
2S+1 ... 1
Net charge ... 0
Electronic energy ... -2989.57924 a.u.

---

2.
Entry from the OMol25 dataset: a molecular structure, C23H22N9O6PtSSe (ωB97M-V/def2-TZVPD).

Atoms and positions in Å:
Pt1 -0.0861 0.0581 -0.1804
C1 3.9404 -1.0754 1.0703
C2 2.5562 -1.3601 0.5824
O1 1.8211 -0.3813 0.3190
N1 2.1920 -2.6360 0.4311
C3 0.8788 -3.0449 -0.0724
C4 0.6947 -2.7264 -1.5345
C5 1.0829 -3.6193 -2.5208
C6 0.9498 -3.2639 -3.8534
C7 0.4328 -2.0168 -4.1623
C8 0.0713 -1.1761 -3.1269
N2 0.1964 -1.5160 -1.8412
H1 3.8762 -0.3484 1.8785
H2 4.5085 -0.6192 0.2590
H3 4.4569 -1.9675 1.4157
H4 2.8989 -3.3371 0.5782
H5 0.1219 -2.5368 0.5090
H6 0.7565 -4.1125 0.0997
H7 1.4733 -4.5884 -2.2400
H8 1.2444 -3.9500 -4.6358
H9 0.3090 -1.6910 -5.1850
H10 -0.3386 -0.1947 -3.3228
N3 -1.0002 -1.6422 3.3995
C9 -0.7756 -0.7614 2.4195
O2 -1.1053 -1.0952 1.2032
C10 -0.2424 0.5091 2.6243
C11 0.1131 1.2667 1.4362
N4 0.6442 2.3985 1.6271
C12 -0.0001 0.9622 3.9429
N5 0.1888 1.2196 5.0503
H11 -0.8345 -1.3868 4.3597
H12 -1.4497 -2.5162 3.1894
S1 -2.2260 0.3211 -1.0776
C13 -2.8596 1.6962 -0.2397
N6 -2.7146 1.9661 1.0438
C14 -3.3636 3.2223 1.4220
C15 -3.9474 3.7116 0.0752
N7 -3.5878 2.6224 -0.8350
H13 -2.2691 1.3238 1.6818
H14 -2.6311 3.9202 1.8239
H15 -4.1331 3.0456 2.1714
H16 -3.4757 4.6374 -0.2503
H17 -5.0257 3.8524 0.1070
H18 -3.7281 2.6351 -1.8304
O3 -0.9078 2.6552 -1.8632
C16 0.1262 2.1434 -2.2395
O4 0.7944 1.2097 -1.5917
C17 0.7890 2.5336 -3.5285
C18 0.2775 3.6284 -4.2190
C19 0.8625 4.0412 -5.4037
C20 1.9530 3.3325 -5.8725
C21 2.4812 2.2365 -5.2141
C22 1.8906 1.8424 -4.0260
N8 2.5958 3.7723 -7.1335
O5 3.4949 3.0821 -7.5680
O6 2.1788 4.7890 -7.6447
H19 -0.5764 4.1523 -3.8129
H20 0.4967 4.8921 -5.9579
H21 3.3365 1.7243 -5.6277
H22 2.2896 1.0043 -3.4729
Se1 1.4674 3.5119 0.4743
C23 1.8977 4.7468 1.7806
N9 2.1458 5.5656 2.5508

HOMO-LUMO gap ... 6.60 eV
ΔE to the lowest compared entry with this formula, charge and spin ... 0.2913 eV
HOMO energy ... -10.45 eV
Largest force on an atom ... 1.8 eV/Å
2S+1 ... 1
Net charge ... +1
Electronic energy ... -4752.56711 a.u.